# 1
The following is a DFT calculation (the ωB97M-V functional and the def2-TZVPD basis) of 2 unconnected molecules or ions with the total composition C3H9IN2 in a non-equilibrium geometry.

Properties
Highest occupied orbital energy: -0.3415 Ha
Gap between HOMO and LUMO: 9.616 eV
F_max: 3.8 eV/Å
Total energy: -14335.080 eV

Bonds (Å) are listed after each position.
Atoms and positions in Å:
1 C -0.891 2.523 0.572  C2 1.540, H7 1.077, H8 1.063, H9 1.008
2 C -0.497 1.660 -0.641  C1 1.540, C3 1.472, H10 1.123, H11 1.160
3 C -0.572 0.213 -0.379  C2 1.472, I6 2.186, H12 1.097, H13 1.105
4 N -0.389 -4.464 0.016  N5 1.227, H14 1.149
5 N 0.225 -3.451 0.334  N4 1.227, H15 1.146
6 I -2.650 -0.341 0.010  C3 2.186
7 H -0.912 3.560 0.283  C1 1.077
8 H -0.042 2.510 1.212  C1 1.063
9 H -1.779 2.311 1.000  C1 1.008
10 H 0.503 2.088 -0.918  C2 1.123
11 H -1.131 1.972 -1.561  C2 1.160
12 H -0.073 -0.129 0.537  C3 1.097
13 H -0.383 -0.458 -1.236  C3 1.105
14 H -1.138 -4.319 -0.844  N4 1.149
15 H 0.120 -2.505 -0.305  N5 1.146

Atom charges from the natural (NBO) analysis, given in e for atoms 1 to 8: atom 1 (C): -0.60, atom 2 (C): -0.45, atom 3 (C): -0.47, atom 4 (N): -0.26, atom 5 (N): -0.28, atom 6 (I): 0.01, atom 7 (H): 0.21, atom 8 (H): 0.20

# 2
The following is a DFT calculation (the ωB97M-V functional and the def2-TZVPD basis) of a gas-phase ion, C3H9IN3 (charge +1) in a non-equilibrium geometry.

Properties
Highest occupied orbital energy: -0.4839 Ha
Gap between HOMO and LUMO: 8.208 eV
Charge: +1
F_max: 3.8 eV/Å
Total energy: -15818.861 eV

Bonds (Å) are listed after each position.
Atoms and positions in Å:
1 C 0.773 -0.026 0.394  C3 1.452, N4 1.688, I7 2.302, H8 1.090
2 C -1.316 -1.098 -0.132  C3 1.451, H9 1.145, H10 1.146, H11 1.085
3 C 0.115 -1.072 -0.369  C1 1.452, C2 1.451, N6 1.349
4 N -0.038 1.429 0.123  C1 1.688, N5 1.334, H15 1.016
5 N 0.306 2.516 0.815  N4 1.334, H12 0.976, H13 1.044
6 N 0.635 -1.783 -1.390  C3 1.349, H14 1.062, H16 1.030
7 I 3.055 0.063 0.108  C1 2.302
8 H 0.737 -0.305 1.446  C1 1.090
9 H -1.789 -1.678 -0.999  C2 1.145
10 H -1.586 -0.021 -0.418  C2 1.146
11 H -1.755 -1.210 0.855  C2 1.085
12 H 0.083 2.483 1.765  N5 0.976
13 H 1.302 2.809 0.706  N5 1.044
14 H 0.122 -2.457 -2.031  N6 1.062
15 H 0.283 1.519 -0.836  N4 1.016
16 H 1.639 -1.732 -1.610  N6 1.030

Atom charges from the natural (NBO) analysis, given in e for atoms 1 to 8: atom 1 (C): -0.28, atom 2 (C): -0.72, atom 3 (C): 0.42, atom 4 (N): -0.37, atom 5 (N): -0.57, atom 6 (N): -0.66, atom 7 (I): 0.07, atom 8 (H): 0.26

# 3
The following is a DFT calculation (the ωB97M-V functional and the def2-TZVPD basis) of a gas-phase ion, C3H9IN3 (charge +1) in a non-equilibrium geometry.

Properties
Highest occupied orbital energy: -0.4649 Ha
Gap between HOMO and LUMO: 8.698 eV
Charge: +1
F_max: 5.4 eV/Å
Total energy: -15818.243 eV

Bonds (Å) are listed after each position.
Atoms and positions in Å:
1 C -0.791 0.963 0.374  C2 1.634, C3 1.545, H8 1.068, H9 1.078
2 C 0.708 1.328 -0.165  C1 1.634, N6 1.498, H10 1.064, H11 1.083
3 C -0.703 -0.566 0.574  C1 1.545, N4 1.412, N5 1.612, H12 1.104
4 N 0.627 -0.673 1.033  C3 1.412, N6 1.449, H13 1.026
5 N -0.760 -1.236 -0.891  C3 1.612, H14 0.972, H15 1.155, H16 1.094
6 N 1.288 -0.052 -0.097  C2 1.498, N4 1.449, I7 2.092
7 I 3.379 -0.095 -0.062  N6 2.092
8 H -0.973 1.430 1.317  C1 1.068
9 H -1.483 1.549 -0.209  C1 1.078
10 H 0.600 1.486 -1.212  C2 1.064
11 H 1.042 2.192 0.395  C2 1.083
12 H -1.501 -0.945 1.237  C3 1.104
13 H 1.090 -1.499 1.427  N4 1.026
14 H -1.065 -2.153 -0.996  N5 0.972
15 H -1.669 -0.719 -1.381  N5 1.155
16 H 0.210 -1.010 -1.344  N5 1.094

Atom charges from the natural (NBO) analysis, given in e for atoms 1 to 8: atom 1 (C): -0.46, atom 2 (C): -0.24, atom 3 (C): 0.11, atom 4 (N): -0.51, atom 5 (N): -0.77, atom 6 (N): -0.50, atom 7 (I): 0.38, atom 8 (H): 0.25

# 4
The following is a DFT calculation (the ωB97M-V functional and the def2-TZVPD basis) of 2 unconnected molecules or ions with the total composition C3H9INOP in a non-equilibrium geometry.

Properties
Highest occupied orbital energy (alpha / beta): -0.1401 / -0.3057 Ha
Gap between HOMO and LUMO (alpha / beta): 3.111 / 4.020 eV
F_max: 3.3 eV/Å
2S+1: 3
Total energy: -24178.598 eV

Bonds (Å) are listed after each position.
Atoms and positions in Å:
1 C -3.116 -1.952 0.227  C3 1.541, H8 1.160, H9 1.078, H10 1.057
2 C 2.808 2.542 -0.310  P6 1.862, H11 1.224, H12 1.135, H13 1.089
3 C -1.973 -0.970 -0.090  C1 1.541, N4 1.321, H15 1.084
4 N -0.664 -1.079 0.048  C3 1.321, H16 1.025
5 O 0.888 1.063 -0.248  P6 1.563, H14 1.090
6 P 2.028 1.267 0.801  C2 1.862, O5 1.563, I7 2.480
7 I 3.529 -0.618 0.213  P6 2.480
8 H -3.982 -1.770 -0.524  C1 1.160
9 H -2.688 -2.940 0.169  C1 1.078
10 H -3.438 -1.827 1.227  C1 1.057
11 H 3.965 2.755 0.029  C2 1.224
12 H 2.675 1.915 -1.247  C2 1.135
13 H 2.266 3.477 -0.174  C2 1.089
14 H 0.376 0.152 0.062  O5 1.090
15 H -2.451 -0.015 -0.278  C3 1.084
16 H -0.222 -2.002 0.093  N4 1.025

Atom charges from the natural (NBO) analysis, given in e for atoms 1 to 8: atom 1 (C): -0.65, atom 2 (C): -0.95, atom 3 (C): -0.08, atom 4 (N): -0.81, atom 5 (O): -0.95, atom 6 (P): 1.16, atom 7 (I): -0.13, atom 8 (H): 0.21